Formula: C11H14AuClN2O6Pt
Source: the Open Molecules 2025 dataset
Level of theory: ωB97M-V/def2-TZVPD

## Properties
- E_LUMO (spin up / spin down): -1.6023 / -3.1463 eV
- <S²>: 12.038
- HOMO level (spin up / spin down): -7.133 / -9.693 eV
- Relative energy (zero: lowest compared OMol25 entry of this formula, charge and spin): 10.5001 eV
- HOMO-LUMO gap (spin up / spin down): 0.203 / 0.241 Eh
- Multiplicity: 7

Structure (XYZ):
```
36
Properties=species:S:1:pos:R:3:forces:R:3:nbo_charge:R:1
Au 1.575 -0.492 -4.030 0.1 -1.1 0.4 0.84
Cl 1.367 -2.458 -2.597 0.4 0.4 0.0 -0.50
C 2.691 1.151 -3.432 0.6 0.6 1.1 -0.79
C -0.357 -1.193 -4.647 -1.2 -0.1 -0.1 -0.81
H 2.880 1.772 -4.293 -0.4 0.2 -0.4 0.21
H 2.139 1.661 -2.629 0.0 -0.1 -0.5 0.21
H 3.667 0.872 -3.022 -0.2 -0.5 -0.1 0.22
H -0.546 -0.617 -5.527 -0.2 0.7 -0.5 0.20
H -1.031 -0.962 -3.828 0.1 0.3 0.1 0.21
H -0.530 -2.230 -4.900 0.8 -0.4 0.1 0.22
Pt -0.053 0.723 1.016 -5.4 4.2 -12.4 0.84
C -1.760 -1.232 0.952 -1.1 -0.7 -0.3 -0.69
C -1.118 1.224 -0.171 -5.7 1.6 -4.9 -0.52
H -2.446 -0.765 0.255 0.1 -0.4 0.0 0.15
H -1.221 -2.107 0.589 0.0 0.3 0.1 0.19
H -2.190 -1.280 1.944 0.3 -0.1 0.2 0.18
H -2.015 0.844 -0.536 -1.4 -0.2 -1.5 0.18
H -0.823 2.194 -0.426 -0.1 2.2 -1.1 0.19
O 0.289 -0.331 2.386 -4.5 -14.8 7.5 -0.36
C 0.578 0.864 2.764 1.5 -0.1 12.0 0.29
O 1.465 0.737 1.937 18.4 3.5 -2.2 -0.42
C 1.101 0.574 4.215 -3.8 5.6 -0.9 -0.08
C 0.497 1.693 4.794 0.0 1.5 2.7 -0.16
C 0.425 1.810 6.182 -0.1 -0.3 -1.4 0.10
C 0.906 0.759 6.935 0.3 0.3 1.2 -0.19
C 1.474 -0.340 6.313 0.0 -0.3 -0.8 0.04
C 1.516 -0.510 4.890 1.0 -0.8 1.9 -0.15
N 1.997 -1.400 7.209 0.4 -1.3 1.3 0.50
O 1.909 -1.188 8.455 0.5 -1.0 -3.4 -0.36
O 2.468 -2.424 6.657 -1.1 2.4 1.6 -0.35
N -0.244 2.981 6.780 -0.9 1.3 0.9 0.49
O -0.742 3.836 6.004 1.2 -2.0 1.9 -0.36
O -0.277 3.024 8.028 0.0 0.1 -2.6 -0.35
H 0.056 2.515 4.195 0.5 -0.8 0.4 0.26
H 0.883 0.839 8.027 0.0 -0.3 -0.5 0.29
H 1.912 -1.397 4.399 -0.2 0.1 0.3 0.27
```
Forces are in eV/Å.

Formula: C27H30IrN6O2
Source: the Open Molecules 2025 dataset
Level of theory: ωB97M-V/def2-TZVPD

## Properties
- E_LUMO (spin up / spin down): -8.2787 / -8.7904 eV
- <S²>: 0.780
- Total charge: +2
- HOMO level (spin up / spin down): -14.297 / -14.297 eV
- Relative energy (zero: lowest compared OMol25 entry of this formula, charge and spin): 2.6301 eV
- HOMO-LUMO gap (spin up / spin down): 0.221 / 0.202 Eh
- Multiplicity: 2

Structure (XYZ):
```
66
Properties=species:S:1:pos:R:3:forces:R:3:nbo_charge:R:1
Ir -0.108 0.544 -1.952 -0.4 1.1 0.8 1.26
C 2.207 2.094 2.171 0.0 -0.1 0.1 -0.63
C 2.434 0.925 3.100 -0.1 0.3 0.0 -0.03
C 3.354 1.037 4.142 0.1 -0.1 0.0 -0.18
C 3.535 0.021 5.067 0.0 0.1 0.0 -0.17
C 2.788 -1.144 4.976 0.0 0.0 0.0 -0.19
C 1.864 -1.282 3.956 0.1 -0.2 -0.1 -0.20
C 1.703 -0.263 3.025 -0.1 -0.2 0.0 0.05
N 0.667 -0.429 2.035 0.0 0.1 0.1 -0.57
C 0.840 -0.280 0.720 0.1 -0.3 0.0 0.68
N 2.109 -0.340 0.277 0.0 0.2 0.0 -0.55
C 2.565 -0.267 -1.019 0.0 0.0 0.0 0.16
C 1.692 -0.059 -2.100 0.4 0.1 -0.9 -0.10
C 2.217 0.003 -3.415 -0.2 -0.1 0.0 -0.24
C 3.563 -0.068 -3.621 0.2 -0.1 0.1 -0.18
C 4.421 -0.248 -2.518 -0.1 0.1 -0.1 -0.12
C 3.950 -0.369 -1.226 0.2 -0.2 0.0 0.05
C 4.883 -0.625 -0.071 0.0 0.1 0.0 -0.68
N -0.196 -0.182 -0.116 -0.2 0.3 0.1 -0.51
C -1.509 -0.117 0.487 -0.1 0.0 -0.2 0.04
C -1.956 1.089 1.016 0.0 0.1 -0.1 -0.22
C -3.233 1.179 1.543 0.0 0.0 0.0 -0.20
C -4.046 0.052 1.555 0.0 0.0 0.0 -0.15
C -3.581 -1.150 1.042 0.0 0.0 0.1 -0.20
C -2.306 -1.262 0.494 0.1 -0.2 0.0 -0.01
C -1.781 -2.587 -0.002 -0.1 0.1 0.1 -0.64
H 2.492 3.020 2.664 0.0 0.0 0.0 0.25
H 1.157 2.177 1.881 0.0 0.0 0.0 0.21
H 2.800 2.021 1.255 0.0 0.0 0.0 0.22
H 3.916 1.957 4.242 0.0 0.0 0.0 0.23
H 4.245 0.148 5.872 0.0 0.0 0.0 0.24
H 2.921 -1.938 5.697 0.0 0.0 0.0 0.24
H 1.266 -2.182 3.877 0.0 0.0 0.0 0.23
H -0.264 -0.654 2.355 -0.1 0.2 0.0 0.44
H 2.805 -0.493 0.998 0.0 0.0 0.0 0.46
H 1.549 0.100 -4.267 0.0 0.1 0.1 0.24
H 3.966 0.002 -4.622 0.0 0.0 0.0 0.25
H 5.490 -0.287 -2.688 0.0 -0.1 0.0 0.24
H 5.911 -0.672 -0.420 0.0 0.0 0.0 0.26
H 4.663 -1.582 0.412 0.0 0.0 0.0 0.24
H 4.836 0.164 0.686 0.0 0.0 0.0 0.23
H -1.299 1.953 1.001 0.0 0.0 0.0 0.23
H -3.590 2.119 1.943 0.0 0.0 0.0 0.24
H -5.042 0.110 1.973 0.0 0.0 0.0 0.24
H -4.212 -2.030 1.090 0.0 0.0 0.0 0.23
H -2.598 -3.280 -0.199 0.0 0.0 0.0 0.24
H -1.139 -3.054 0.749 0.0 0.0 0.0 0.24
H -1.177 -2.477 -0.902 0.0 0.0 0.0 0.20
C -5.014 -2.199 -2.711 0.1 0.0 0.0 -0.66
C -4.096 -1.034 -2.578 -0.2 -0.1 0.0 0.25
C -4.356 0.301 -2.332 0.0 0.1 0.0 -0.32
C -3.125 0.949 -2.326 0.0 0.0 0.0 0.23
N -2.141 0.051 -2.552 -0.1 0.1 -0.1 -0.46
N -2.767 -1.141 -2.696 0.2 -0.3 0.1 -0.32
C -2.857 2.402 -2.129 0.0 -0.1 0.0 -0.68
H -6.044 -1.854 -2.725 0.0 0.0 0.0 0.26
H -4.894 -2.889 -1.874 0.0 0.0 0.0 0.24
H -4.824 -2.753 -3.631 0.0 0.0 0.0 0.25
H -5.323 0.754 -2.188 0.0 0.0 0.0 0.26
H -2.246 -1.969 -2.933 0.0 0.0 0.0 0.43
H -3.799 2.941 -2.052 0.0 0.0 0.0 0.27
H -2.305 2.817 -2.969 0.0 0.0 0.0 0.26
H -2.302 2.587 -1.207 0.0 0.0 0.0 0.23
O -0.080 3.842 -2.786 -0.6 -0.8 -0.7 -0.24
N 0.754 3.469 -2.073 1.0 1.8 0.4 0.43
O 0.651 2.330 -1.398 -0.3 -2.2 0.4 -0.51
```
Forces are in eV/Å.

Formula: C19H35ClMgN4O5
Source: the Open Molecules 2025 dataset
Level of theory: ωB97M-V/def2-TZVPD

## Properties
- E_LUMO: -5.7014 eV
- HOMO level: -8.582 eV
- Relative energy (zero: lowest compared OMol25 entry of this formula, charge and spin): 9.0466 eV
- HOMO-LUMO gap: 0.106 Eh
- Multiplicity: 1

Structure (XYZ):
```
65
Properties=species:S:1:pos:R:3:forces:R:3:nbo_charge:R:1
Mg -6.137 -1.766 -0.980 0.8 1.1 0.9 1.15
Cl -0.766 -1.484 -2.087 1.4 1.6 2.0 2.55
O -0.717 -2.789 -1.548 -0.4 -1.9 0.2 -0.88
O -0.403 -1.510 -3.474 -0.7 0.4 -0.2 -0.84
O -2.075 -0.905 -1.800 -0.8 -0.1 -1.1 -0.91
O 0.173 -0.672 -1.320 0.0 0.1 -0.8 -0.88
C -5.750 2.025 3.066 1.5 -0.1 0.3 -0.62
C -6.293 1.861 1.637 -0.6 0.4 -0.8 0.07
C -5.551 2.754 0.593 -0.6 0.1 -0.4 -0.60
O -6.242 0.581 1.181 0.2 -1.7 0.3 -0.51
H -5.754 3.042 3.460 -0.8 0.3 -0.5 0.23
H -4.673 1.861 3.098 0.1 -0.7 -0.1 0.22
H -6.229 1.393 3.815 -0.1 -0.2 -0.4 0.22
H -7.344 2.146 1.684 -0.3 0.5 -0.3 0.14
H -6.009 2.688 -0.394 -0.5 -0.4 0.1 0.21
H -4.540 2.399 0.394 0.2 0.4 0.7 0.23
H -5.708 3.798 0.862 0.7 0.0 0.3 0.23
C 3.446 -5.945 1.056 -0.5 -1.3 -0.8 -0.61
C 4.349 -4.932 1.617 2.0 0.1 1.0 -0.39
C 4.335 -3.627 0.858 -0.7 0.0 -0.4 -0.52
C 5.320 -2.727 1.414 2.0 2.9 2.3 0.30
N 6.118 -2.035 1.939 -2.3 -2.1 -1.7 -0.33
H 3.281 -6.815 1.692 0.1 0.1 0.2 0.22
H 3.921 -6.340 0.158 -0.5 0.0 -0.4 0.21
H 2.461 -5.531 0.840 0.0 0.0 -0.2 0.21
H 5.401 -5.213 1.586 0.1 -0.8 -0.1 0.20
H 4.208 -4.822 2.692 -0.4 0.7 0.0 0.21
H 3.288 -3.328 0.835 0.2 1.0 0.2 0.26
H 4.622 -3.684 -0.192 -0.1 -0.7 -0.2 0.25
C -1.998 -4.441 4.833 0.6 -0.7 0.3 -0.62
C -2.114 -2.930 4.750 -1.4 -0.2 -1.5 -0.38
C -2.170 -2.429 3.267 0.7 -0.3 -0.3 -0.52
C -3.192 -3.049 2.397 -0.1 -0.2 0.4 0.35
N -3.954 -3.580 1.715 0.0 0.5 0.1 -0.42
H -2.186 -4.805 5.843 0.0 0.2 0.1 0.22
H -0.993 -4.779 4.581 0.2 0.1 0.0 0.21
H -2.647 -5.044 4.198 -0.3 0.5 -0.2 0.22
H -1.304 -2.435 5.285 -0.2 0.1 -0.1 0.22
H -3.093 -2.642 5.132 0.2 0.2 0.6 0.20
H -1.238 -2.661 2.751 0.2 -0.1 0.0 0.26
H -2.252 -1.346 3.175 -0.2 0.0 0.2 0.26
C 4.440 1.399 -3.699 1.2 0.3 -0.9 -0.61
C 4.956 2.505 -2.794 -0.5 0.2 -0.1 -0.38
C 5.555 1.867 -1.563 -0.4 -0.6 -0.2 -0.52
C 5.781 2.818 -0.507 0.4 0.9 1.8 0.30
N 5.905 3.557 0.377 -0.1 -0.7 -1.1 -0.34
H 4.239 1.823 -4.683 -0.6 -0.2 0.0 0.22
H 3.617 0.814 -3.289 -0.1 0.3 0.0 0.23
H 5.271 0.718 -3.887 0.0 -0.3 0.0 0.20
H 4.139 3.201 -2.603 -0.1 -0.1 0.5 0.21
H 5.737 3.143 -3.208 0.0 -0.2 -0.6 0.20
H 6.462 1.349 -1.877 0.3 0.2 0.3 0.24
H 4.900 1.067 -1.220 -0.1 0.1 0.3 0.25
C -0.695 5.765 -2.662 -0.1 -0.9 -0.6 -0.62
C -0.521 4.222 -2.774 -0.2 1.1 -0.5 -0.36
C -1.229 3.630 -4.043 0.2 0.1 1.3 -0.53
C -1.220 4.383 -5.283 0.2 0.0 1.4 0.29
N -1.184 5.006 -6.233 0.0 0.7 -1.3 -0.34
H -0.097 6.135 -3.495 0.2 0.7 0.5 0.22
H -0.445 6.139 -1.670 0.5 0.0 -0.3 0.22
H -1.707 6.125 -2.848 -0.3 -0.3 -0.1 0.20
H -0.993 3.757 -1.908 0.3 -0.3 -0.1 0.21
H 0.549 4.020 -2.795 -0.1 -0.2 0.2 0.21
H -2.243 3.610 -3.643 -0.3 -0.7 -0.8 0.24
H -0.805 2.661 -4.304 -0.5 -0.3 0.4 0.27
```
Forces are in eV/Å.

Formula: C3H8N5O
Source: the Open Molecules 2025 dataset
Level of theory: ωB97M-V/def2-TZVPD

## Properties
- E_LUMO (spin up / spin down): -5.4466 / -5.4514 eV
- Total charge: +1
- HOMO level (spin up / spin down): -12.982 / -12.978 eV
- Relative energy (zero: lowest compared OMol25 entry of this formula, charge and spin): 1.4720 eV
- HOMO-LUMO gap (spin up / spin down): 0.277 / 0.277 Eh
- Multiplicity: 1

Structure (XYZ):
```
17
Properties=species:S:1:pos:R:3:forces:R:3:nbo_charge:R:1
C 1.173 -0.171 1.255 -2.3 -0.8 -0.2 0.16
C 2.144 0.480 0.382 2.2 -0.6 -0.9 -0.39
C -0.582 0.474 -0.021 -3.5 0.9 0.4 0.33
N -0.109 -0.144 1.070 2.3 -0.4 1.6 -0.41
N 1.526 0.856 -0.828 -0.9 1.0 -2.4 -0.01
N 0.281 0.897 -0.983 3.1 -0.2 -2.7 -0.13
N -1.825 0.721 -0.296 -0.5 0.5 -0.8 -0.12
N -2.887 0.526 0.444 2.2 -0.3 -0.3 -0.50
O -0.126 -1.792 -1.286 -0.4 1.2 -0.7 -0.96
H 1.515 -0.791 2.027 0.5 -0.7 1.3 0.21
H 2.524 1.384 0.857 0.3 0.3 0.0 0.28
H 3.150 -0.107 0.012 -2.5 1.1 1.3 0.29
H 0.611 -2.320 -1.048 0.9 -1.1 0.3 0.48
H -3.755 0.815 0.052 -0.4 0.3 -0.2 0.41
H 0.061 1.059 -2.043 -0.4 -0.2 2.5 0.48
H -2.786 0.358 1.423 -0.1 -0.3 0.6 0.39
H -0.916 -2.247 -1.016 -0.4 -0.5 0.2 0.49
```
Forces are in eV/Å.